Computed, not measured: a structure of composition C32H38BCrN4O4 at a distorted geometry, with ωB97M-V/def2-TZVPD.

Values from the calculation:
Spin multiplicity: 2
Strongest force on any atom, eV Å⁻¹: 2.455
Energy, hartree: -2831.492044

Cartesian coordinates (Å):
O (3.668, -3.356, 2.785)
H (-3.598, -0.212, -1.138)
C (-0.268, -3.991, 0.386)
H (1.696, -2.905, 1.748)
H (4.493, 0.282, -4.368)
H (3.922, 2.638, -0.381)
C (-4.109, 0.253, 0.893)
H (-0.552, -0.369, -2.266)
C (2.926, -4.455, 2.341)
C (-0.499, 4.517, -0.664)
H (2.525, -0.517, 0.862)
H (0.203, -1.976, 0.970)
H (3.495, -5.076, 1.629)
C (-0.351, 6.873, -0.749)
H (-6.182, 0.054, 1.490)
H (-1.991, 7.959, 0.080)
O (-0.194, 3.201, -0.804)
O (-2.198, 3.373, 0.237)
H (-2.043, 0.999, 3.186)
C (3.613, 1.641, -0.057)
C (0.136, -2.160, -3.292)
C (-1.586, 6.979, -0.125)
C (4.799, 1.005, 0.672)
C (-0.448, -2.616, 0.397)
H (2.783, 1.769, 0.637)
C (-1.176, -4.765, -0.341)
N (1.021, 0.202, -0.402)
H (-5.851, -0.512, -0.141)
O (0.952, -5.907, 1.073)
C (-1.742, 4.622, -0.023)
H (-0.175, -0.152, -3.989)
N (-0.566, 0.468, 1.784)
C (0.855, -4.694, 1.077)
C (1.540, -0.150, -2.750)
H (4.534, 0.051, 1.124)
C (3.762, 0.315, -3.573)
Cr (-1.221, 0.452, -0.054)
C (0.154, -0.647, -3.072)
B (-1.243, 2.470, -0.237)
H (2.601, -5.100, 3.174)
H (-4.352, -1.177, 2.489)
N (-1.395, -1.981, -0.285)
C (0.215, 5.638, -1.037)
H (-2.996, -2.195, -1.549)
H (0.770, -2.426, -4.134)
H (5.144, 1.670, 1.461)
C (-1.037, 0.652, 3.024)
C (-2.246, -2.732, -0.988)
H (4.450, -3.653, 3.259)
H (-5.927, 1.219, 0.198)
H (-3.997, -1.915, 0.935)
H (-0.871, -2.511, -3.501)
N (1.775, -3.906, 1.675)
H (0.188, 7.770, -1.015)
H (0.508, -2.677, -2.411)
H (5.622, 0.828, -0.015)
C (2.478, -0.155, -3.772)
C (-5.610, 0.257, 0.589)
H (2.189, -0.525, -4.745)
H (1.172, 5.555, -1.527)
H (2.013, -0.367, 3.680)
H (-1.054, -5.838, -0.359)
H (-3.648, 1.486, -0.759)
H (-3.270, 5.937, 0.731)
C (-3.764, -1.070, 1.580)
C (3.182, 0.891, -1.295)
C (-2.188, -4.115, -1.025)
H (5.045, 1.350, -2.215)
C (1.064, -0.068, 3.279)
C (-3.294, 0.524, -0.372)
C (-0.068, 0.338, 3.975)
C (1.911, 0.297, -1.469)
H (-0.179, 0.403, 5.038)
H (-3.902, 1.065, 1.598)
C (4.080, 0.881, -2.353)
C (0.736, 0.039, 1.918)
C (1.514, -0.119, 0.761)
H (-2.918, -4.675, -1.587)
C (-2.309, 5.854, 0.248)
H (-2.713, -1.113, 1.853)